DFT (wB97M-V/def2-TZVPD) results for the molecule C3H6OSe at a distorted geometry.

The value obtained for the largest force on an atom is 3.78 eV/A. As for the net charge: 0. The spin multiplicity is 3. The value obtained for the molar mass is 137.0 u. The orbital gap (spin up / spin down) is 0.2958 / 0.2453 Ha. The calculation puts the HOMO energy (spin up / spin down) at -7.1 / -8.5 eV.

Structure (XYZ):
```
11
C3H6OSe wB97M-V/def2-TZVPD
C 0.1380 -0.6587 0.3525
C -1.3878 -0.4013 -0.0188
C 1.5960 1.0918 -0.0197
O 0.7457 0.4840 0.7714
Se -1.6126 -0.5555 -1.8066
H 0.1324 -1.4306 1.1506
H 0.6930 -1.1672 -0.5256
H -2.2149 -0.9418 0.5938
H -1.5040 0.7546 0.2019
H 1.5882 2.1612 0.2796
H 1.8261 0.6634 -0.9792
```